one:
Below is 2 unconnected molecules or ions with the total composition C4H8N2O4, with properties calculated with ωB97M-V/def2-TZVPD.

Geometry (Å):
1 H 3.1814 0.4525 1.1776
2 C -0.6154 0.9687 0.1782
3 O -0.6686 -1.2671 -0.0066
4 H -1.3638 -1.8639 -0.4798
5 C -3.7911 0.0194 -0.4259
6 O -1.0133 2.2113 0.3181
7 H -3.9069 0.1678 -1.4936
8 N 0.7361 0.8417 0.5862
9 C 1.5539 0.3619 -0.2227
10 C 2.9029 -0.0105 0.2328
11 H -3.4474 -1.2876 0.7700
12 H -1.8916 2.4062 0.5283
13 H 2.9192 -0.9870 0.4345
14 O -3.8316 0.9442 0.3380
15 H 3.5915 0.3003 -0.5140
16 H 1.4251 0.3111 -1.2927
17 O -3.7245 -1.2754 -0.1335
18 N -1.3864 -0.0304 -0.0369

Output
E_LUMO	0.8	eV
SMILES string	C/C=N/C(O)=N\O.O=CO
HOMO energy	-0.3318	Ha

two:
Below is 2 unconnected molecules or ions with the total composition C4H8N2O4, with properties calculated with ωB97M-V/def2-TZVPD.

Geometry (Å):
1 H -2.0444 3.1564 -1.0182
2 C 0.8624 -1.7896 -0.6928
3 H 0.4632 -2.7254 1.0544
4 H 1.4002 -1.3860 2.7398
5 O 1.6207 -0.8188 -1.2091
6 C -2.0159 2.2726 -0.2691
7 C -1.0105 1.1898 -0.5666
8 H -1.8023 -0.1561 0.5569
9 H -1.7951 2.7782 0.6664
10 O 2.5778 -0.4818 1.3527
11 O 0.1338 -2.3974 -1.3915
12 N 1.0716 -2.0617 0.7042
13 H 2.3144 -0.4141 -0.5946
14 O -0.0262 1.5691 -1.4393
15 H -3.0257 1.8098 -0.0092
16 H 0.5545 0.7669 -1.5122
17 N -1.0255 0.0270 -0.0058
18 C 1.7471 -1.3389 1.6340

Output
E_LUMO	0.7	eV
SMILES string	[H]/N=C(\C)O.O=CNC(=O)O
HOMO energy	-0.3733	Ha

The least stable of them is one.

one:
Below is a single C5H9P molecule, with properties calculated with ωB97M-V/def2-TZVPD.

Geometry (Å):
1 C 1.9992 -0.4841 -0.0765
2 P -1.3970 -0.8223 -0.0048
3 C -0.2693 0.6327 0.1354
4 H 1.4904 -1.4215 -0.3044
5 H -3.5874 -0.3774 -1.1307
6 H 3.9696 -1.4174 -0.1286
7 H -2.8868 1.1885 -0.2756
8 H -1.5709 -1.2544 1.2885
9 H 3.8168 0.4907 0.0059
10 H -0.7889 1.6363 0.2069
11 H 1.4635 1.7232 0.0121
12 C 1.0585 0.6349 -0.0632
13 C 3.3163 -0.4363 -0.0235
14 C -3.0136 0.0928 -0.2574
15 H -3.6004 -0.1858 0.6159

Output
E_LUMO	0.7	eV
SMILES string	C=C/C=C\PC
HOMO energy	-0.3089	Ha

two:
Below is a single C5H9P molecule, with properties calculated with ωB97M-V/def2-TZVPD.

Geometry (Å):
1 H 1.9406 1.0112 -1.8200
2 H 0.3989 0.2000 1.6992
3 H -1.3649 -0.9931 0.5893
4 H 2.6115 -1.9014 -1.4536
5 P -1.0703 -0.8491 -0.7143
6 C -1.8706 0.8620 -0.7377
7 H 1.6068 -1.0206 1.5976
8 C 1.2425 -0.0612 1.0261
9 C 0.7766 -0.4519 -0.4070
10 H -2.7033 0.6747 -0.1023
11 H -2.2895 1.2472 -1.6905
12 H -1.0831 1.5670 -0.4488
13 C 1.6572 0.0211 -1.5441
14 H 1.9600 0.6875 1.0529
15 C 1.8675 -1.2148 -1.2987

Output
E_LUMO	1.0	eV
SMILES string	CPC1(C)C=C1
HOMO energy	-0.3167	Ha

The least stable of them is two.

one:
Below is a molecular structure, H26KrO13, with properties calculated with ωB97M-V/def2-TZVPD.

Geometry (Å):
1 H -0.9185 13.0416 2.2727
2 H -6.6901 13.5474 -1.4449
3 O -3.7017 8.5853 2.9837
4 H -6.5216 11.1486 -1.3613
5 H -1.1528 14.2739 -1.4611
6 O -6.4013 10.2272 -1.5910
7 H -8.0882 13.2458 1.3476
8 O -2.2552 11.0780 3.9088
9 H -8.0836 12.9752 -1.5952
10 H -3.0323 14.7830 -0.4380
11 O -0.8561 13.8234 1.7240
12 H -2.9378 11.6549 3.5662
13 H -5.3157 14.8307 1.4449
14 H -8.4688 13.6947 2.7425
15 H -4.2066 13.7977 -2.4839
16 H -3.4772 8.0848 2.1993
17 O -6.0696 11.7763 5.1602
18 H -4.6364 9.3584 -1.2563
19 H -3.8808 13.9050 4.6816
20 H -6.0643 10.2451 -2.4867
21 H -3.0030 9.2348 3.0621
22 O -7.9745 13.0236 2.2717
23 H -1.0729 12.9078 -0.8137
24 H -5.4633 14.1717 -3.2407
25 O -1.6881 13.6092 -1.0277
26 O -4.2250 13.3767 3.9614
27 O -3.6116 15.5309 -0.2924
28 H -6.4803 14.2397 2.2106
29 H -5.5499 12.3628 4.6105
30 H -1.4313 13.6415 0.9808
31 Kr -4.2962 12.1860 0.8448
32 O -5.7796 14.8881 2.2802
33 O -7.2969 12.9194 -1.0528
34 H -4.4144 15.3081 -0.7638
35 H -4.7998 13.9721 3.4804
36 O -5.0197 14.2960 -2.4016
37 H -1.9516 11.5124 4.7059
38 H -3.9477 8.4715 -2.2717
39 H -5.4513 11.1032 5.4446
40 O -3.7864 8.9762 -1.4745

Output
E_LUMO	-0.5	eV
HOMO energy	-0.3760	Ha

two:
Below is a molecular structure, H26KrO13, with properties calculated with ωB97M-V/def2-TZVPD.

Geometry (Å):
1 O 0.9070 -3.7099 -0.1375
2 O 1.3249 0.5982 3.4997
3 H 3.6239 -2.2662 -1.2609
4 O -0.3413 4.3839 0.3520
5 H 2.0789 1.6323 0.1423
6 H -1.1523 2.3090 -1.9521
7 H -2.6918 0.1740 2.0667
8 Kr -0.0772 -0.1651 -0.1854
9 H 0.8542 -1.6502 2.0245
10 O -2.4745 -0.1290 -2.9202
11 H 0.0090 3.6739 -0.1860
12 H 1.3022 2.0818 -1.8648
13 H 2.1590 -2.3786 -0.8958
14 H -4.2693 1.2587 0.0670
15 H -3.2995 0.0329 -3.3779
16 O 2.0398 1.8087 1.0823
17 O 0.9620 -2.5417 2.3559
18 H -2.8738 1.8455 0.0763
19 H -1.3480 -3.6577 0.0625
20 H 0.9451 -4.6661 -0.1136
21 H 1.7175 -2.4904 2.9414
22 O 0.6083 2.7400 -1.8264
23 H 2.8458 2.2897 1.2699
24 O -2.1068 -4.0371 0.5058
25 H 0.8597 3.3924 -2.4801
26 H -0.4685 3.9905 1.2153
27 H 0.9852 -3.4437 0.7786
28 H 2.0727 0.4870 4.0868
29 H -3.1449 -1.1076 2.7332
30 H -2.3322 1.3605 -1.9627
31 H 3.7780 0.8616 -1.8507
32 O -2.0920 2.2677 -1.7745
33 H -1.9998 -0.7357 -3.4883
34 H -2.2927 -4.8399 0.0187
35 H 1.6719 1.0988 2.7613
36 H 2.7107 -0.2117 -1.8752
37 O 2.8289 0.7377 -1.8455
38 O 2.7644 -1.8929 -1.4559
39 O -2.6585 -0.2998 2.8978
40 O -3.4258 1.1984 0.5154

Output
E_LUMO	0.0	eV
HOMO energy	-0.3677	Ha

The least stable of them is one.

one:
Below is 2 unconnected molecules or ions with the total composition C3H9NO2S, with properties calculated with ωB97M-V/def2-TZVPD.

Geometry (Å):
1 H 0.8945 -2.3869 -2.1468
2 C -0.8886 1.8757 0.2837
3 O 1.5497 -2.1391 0.5105
4 H -1.3573 0.0142 1.2925
5 O 0.9868 -1.8124 -2.8065
6 H 0.3822 -1.6155 1.9965
7 S 0.3393 2.5470 1.5590
8 H -1.8646 2.4622 0.2395
9 H 0.8506 -0.9457 -2.3825
10 C 0.7675 -1.3549 0.9519
11 C -1.0252 0.2982 0.4059
12 H 0.5985 -0.1396 -0.7148
13 H -1.7512 0.0653 -0.2883
14 H 0.9105 1.4683 1.7154
15 H -0.6612 2.0311 -0.7416
16 N 0.2685 -0.3680 0.1258

Output
spin multiplicity	2
net charge	-1
E_LUMO (spin up / spin down)	3.3 / 3.3	eV
HOMO energy (spin up / spin down)	0.0296 / -0.2119	Ha

two:
Below is 2 unconnected molecules or ions with the total composition C3H9NO2S, with properties calculated with ωB97M-V/def2-TZVPD.

Geometry (Å):
1 O -0.8952 -3.4523 -1.3591
2 H -1.5842 -3.2734 -0.7144
3 O 0.9254 -2.0808 -0.4002
4 H -0.8055 -0.7989 0.9009
5 C 0.5404 0.6685 0.5293
6 H -0.7987 0.8684 -1.1509
7 H 0.9759 1.3312 1.2849
8 N 0.1119 -0.5461 1.2367
9 S -0.4442 3.1367 -0.3628
10 H 1.3692 0.4705 -0.1445
11 H -1.4885 1.2697 0.3943
12 H 1.9964 -1.2762 1.1363
13 C 1.0029 -1.6882 0.8752
14 H -0.0995 -2.8516 -0.9970
15 C -0.5607 1.3713 -0.2038
16 H 0.7390 -2.4907 1.5777

Output
spin multiplicity	2
net charge	-1
E_LUMO (spin up / spin down)	3.0 / 0.9	eV
HOMO energy (spin up / spin down)	-0.1368 / -0.1367	Ha

The least stable of them is one.

one:
Below is a single C3H8S2 molecule, with properties calculated with ωB97M-V/def2-TZVPD.

Geometry (Å):
1 C -1.6344 -1.8088 -0.8151
2 H -0.2700 3.0073 1.1086
3 H -2.0338 -1.8632 0.1955
4 H -0.2809 1.6184 -0.9507
5 H -1.8692 -0.9847 -1.4204
6 C 0.6821 2.7869 0.7136
7 S 0.1585 0.1029 0.6938
8 H 1.4520 1.6082 -0.8842
9 S 0.1079 -1.4884 -0.4598
10 H 1.3860 2.5236 1.4782
11 C 0.5595 1.6058 -0.2696
12 H 1.4215 3.5116 0.3582
13 H -1.7100 -2.7560 -1.4023

Output
E_LUMO	0.9	eV
SMILES string	CCSSC
HOMO energy	-0.3129	Ha

two:
Below is a single C3H8S2 molecule, with properties calculated with ωB97M-V/def2-TZVPD.

Geometry (Å):
1 C -1.0197 0.4963 0.8238
2 H -0.4452 -0.1695 1.4898
3 C 1.1361 0.8284 -0.7730
4 H 0.8451 0.5139 -1.6770
5 H 2.1342 1.5642 -0.8767
6 H -0.8767 -1.5756 -0.0927
7 S -1.9245 -0.6310 -0.2757
8 H 0.2343 2.2681 0.7159
9 H 0.8298 -1.5829 -0.4717
10 H -0.8791 2.0397 -0.5589
11 C -0.1272 1.4934 0.0837
12 S 1.9091 -0.7025 0.2409
13 H -1.5310 1.3693 1.2220

Output
E_LUMO	0.4	eV
SMILES string	SCCCS
HOMO energy	-0.3342	Ha

The least stable of them is two.

one:
Below is 2 unconnected molecules or ions with the total composition C3H8S2, with properties calculated with ωB97M-V/def2-TZVPD.

Geometry (Å):
1 H -5.1142 -2.3158 2.1809
2 C -4.3263 -1.2332 3.6794
3 H 2.1185 1.5822 -3.0036
4 H 3.7166 -1.0260 -2.0004
5 H -3.0391 0.4968 3.7862
6 H -4.6402 0.7476 4.4172
7 S 3.3919 1.2921 -3.1433
8 H -4.1241 -2.1699 4.1956
9 H -3.6039 -0.2255 5.4195
10 H -4.8597 -0.5371 1.6486
11 C -3.8460 0.0103 4.3498
12 C -4.7473 -1.3075 2.4018
13 S 2.6780 -0.1826 -1.7469

Output
E_LUMO	-0.1	eV
SMILES string	C=CC.SS
HOMO energy	-0.3207	Ha

two:
Below is 2 unconnected molecules or ions with the total composition C3H8S2, with properties calculated with ωB97M-V/def2-TZVPD.

Geometry (Å):
1 C 3.1099 0.1399 2.5181
2 H 1.3445 0.5491 -0.3365
3 H 3.1109 -0.0698 1.4468
4 C 0.6601 0.4676 -1.1980
5 H 0.8777 1.3702 -1.7676
6 H 2.4162 -0.4942 4.4036
7 H -2.6883 0.6335 -2.2931
8 S -2.0642 -0.4552 -1.8288
9 H 0.7702 -0.4346 -1.7843
10 H 2.1876 -1.6708 2.9711
11 S -1.0060 0.4474 -0.3323
12 H 3.1775 1.2262 2.5966
13 C 2.5810 -0.7410 3.3638

Output
E_LUMO	0.6	eV
SMILES string	C=C.CSS
HOMO energy	-0.3338	Ha

The least stable of them is one.

one:
Below is 2 unconnected molecules or ions with the total composition C3H8S2, with properties calculated with ωB97M-V/def2-TZVPD.

Geometry (Å):
1 H -0.1941 -1.0972 -1.3064
2 H -2.4606 1.9980 0.8962
3 H 0.7701 1.6789 -1.0039
4 C -0.2437 -1.1237 -0.1993
5 H 3.0034 0.8645 1.2864
6 H 0.8712 2.0208 0.8161
7 S -2.1993 0.9054 0.0574
8 C 0.9950 1.3423 0.0299
9 H -0.4795 0.0186 1.5624
10 S 2.4742 0.4303 0.0625
11 H 0.8243 -1.3267 0.0512
12 H -0.8381 -1.8944 0.2812
13 C -0.6169 0.1121 0.4727

Output
E_LUMO	0.7	eV
HOMO energy	-0.2934	Ha

two:
Below is a single C3H8S2 molecule, with properties calculated with ωB97M-V/def2-TZVPD.

Geometry (Å):
1 H -0.2652 1.0903 -3.0704
2 S -0.2997 -1.2159 0.8136
3 H -0.8959 1.8632 -0.1475
4 C -0.4765 1.8165 -2.2887
5 H -1.6806 0.5391 -1.0584
6 H -1.3911 2.3294 -2.6026
7 S 0.5902 0.0178 -0.5348
8 H 1.5837 -1.9277 2.0605
9 H 0.3443 2.5278 -2.2181
10 H 0.2633 -1.4086 3.0859
11 C -0.7839 1.1468 -0.9605
12 H 1.2857 -0.1337 2.3280
13 C 0.8629 -1.1273 2.2133

Output
E_LUMO	0.8	eV
SMILES string	CCSSC
HOMO energy	-0.2989	Ha

The least stable of them is one.

one:
Below is 2 unconnected molecules or ions with the total composition C3H8S2, with properties calculated with ωB97M-V/def2-TZVPD.

Geometry (Å):
1 C 1.1730 -2.9344 -2.1349
2 S 0.3574 0.4420 1.2749
3 H -1.6429 1.9015 0.5125
4 S -0.8928 2.1933 1.6504
5 H 0.8311 -1.1392 -3.2927
6 C -0.5295 -1.0939 -1.5048
7 H -1.3288 -0.5899 -2.0980
8 H 0.0206 -0.4152 -0.8716
9 C 0.6401 -1.7048 -2.4065
10 H -0.9596 -1.8489 -0.9438
11 H 1.8314 -3.2570 -2.8817
12 H 1.0638 1.1167 0.3276
13 H 1.0485 -3.5343 -1.2789

Output
E_LUMO	-0.1	eV
SMILES string	C=CC.SS
HOMO energy	-0.3394	Ha

two:
Below is 2 unconnected molecules or ions with the total composition C3H8S2, with properties calculated with ωB97M-V/def2-TZVPD.

Geometry (Å):
1 H -2.1009 1.3504 0.6593
2 C -1.7762 0.6663 -0.1138
3 H -2.6792 0.2226 -0.4496
4 H -0.9629 -0.5605 1.3638
5 S 0.8138 -0.9484 -1.5130
6 H 4.1990 -0.3278 0.9463
7 H 1.4902 -0.1730 0.4836
8 H -1.3698 1.2665 -0.9950
9 C 0.5488 0.0356 -0.1301
10 H 0.4701 1.1173 -0.4157
11 S 3.2724 -0.6667 0.0621
12 H -1.0468 -1.5051 -0.1947
13 C -0.8585 -0.4770 0.2967

Output
E_LUMO	-3.2	eV
HOMO energy	-0.3184	Ha

three:
Below is 2 unconnected molecules or ions with the total composition C3H8S2, with properties calculated with ωB97M-V/def2-TZVPD.

Geometry (Å):
1 H -0.4678 0.7826 -0.3424
2 H 1.5241 -1.0749 -0.1365
3 H 0.8380 1.9259 -0.8800
4 S -1.2418 -2.0242 -0.1129
5 H 2.2478 -2.2030 1.1262
6 C 1.6935 -1.3617 0.8918
7 S 0.2296 -2.5371 1.1514
8 H 1.6568 -0.5664 1.6594
9 H -1.8422 -3.1495 -0.1040
10 C -1.1906 2.5470 -0.8041
11 C -0.1868 1.7014 -0.8590
12 H -2.2797 2.2893 -0.7319
13 H -0.9809 3.6706 -0.8581

Output
E_LUMO	0.7	eV
SMILES string	C=C.CSS
HOMO energy	-0.2926	Ha

The least stable of them is two.